1.
A molecular structure, C58H85LiO8Si. Source: the OMol25 dataset; level of theory: wB97M-V/def2-TZVPD.

The calculation puts the frontier orbital gap at 5.552 eV. The total energy comes out at -3160.43760 Ha. For the highest occupied orbital energy, the calculation gives -1.6 eV.

```
! wB97M-V def2-TZVPD RIJCOSX def2/J DEFGRID3
* xyz -2 1
Li 1.27286 -0.83472 0.09916
C 2.05796 -0.45802 2.93436
O 0.85006 -0.97612 2.44416
C -0.34274 -0.43252 2.80546
C -0.62254 0.91598 3.04586
C 0.27836 2.06208 2.66356
C -0.22294 2.67588 1.37716
C -0.77864 3.93218 1.35266
C -1.15064 4.55458 0.16506
C -0.89304 3.85268 -1.01634
C -0.32614 2.59718 -1.03484
C 0.13286 1.97288 -2.33644
C -0.66534 0.78898 -2.81784
C -1.83954 1.00188 -3.52874
C -2.56984 -0.04912 -4.06564
C -2.14154 -1.33012 -3.75464
C -1.00514 -1.59392 -3.00084
C -0.84464 -3.01292 -2.51884
C -1.65134 -3.13502 -1.24294
C -2.98604 -3.46262 -1.29034
C -3.77614 -3.56262 -0.14724
C -3.12624 -3.34362 1.06386
C -1.79234 -3.00802 1.15206
C -1.17034 -2.79142 2.51106
C -1.38414 -1.36852 2.94936
C -2.61354 -0.96952 3.43986
C -2.88054 0.35258 3.77926
C -1.87324 1.27148 3.54396
C -4.24524 0.72638 4.34336
C -4.36334 2.22548 4.63236
C -5.33544 0.36118 3.32666
C -4.48704 -0.02962 5.66006
C -0.98534 -2.82752 -0.01434
O 0.23506 -2.48882 0.01916
C -5.26414 -3.86002 -0.26364
C -5.96504 -3.89592 1.09756
C -5.48344 -5.21812 -0.94884
C -5.92424 -2.75362 -1.09944
C -0.19374 -0.51822 -2.60604
O 1.03736 -0.61822 -2.04054
C 1.92416 -1.61702 -2.46374
C -3.78064 0.12748 -4.97524
C -5.00414 -0.55812 -4.35274
C -3.48064 -0.51402 -6.34134
C -4.12804 1.59968 -5.20534
C -0.01464 1.91648 0.18396
O 0.45066 0.74758 0.22026
C -1.76284 5.94828 0.11646
C -0.88914 6.86938 -0.74914
C -3.16924 5.85408 -0.49194
C -1.88584 6.58708 1.50496
H 1.91706 0.07758 3.88196
H 2.54696 0.16038 2.18586
H 2.70996 -1.32032 3.09466
H 1.29396 1.73018 2.47146
H 0.28556 2.81648 3.46036
H -0.90254 4.44648 2.29776
H -1.12364 4.31908 -1.96844
H 1.15926 1.63848 -2.17124
H 0.12526 2.74218 -3.11824
H -2.14524 2.02468 -3.68374
H -2.71894 -2.18202 -4.09264
H 0.17976 -3.26772 -2.27294
H -1.21934 -3.70942 -3.27924
H -3.42444 -3.65442 -2.26474
H -3.67094 -3.44582 1.99366
H -0.10234 -2.98032 2.41826
H -1.61294 -3.48122 3.23986
H -3.38374 -1.71872 3.55446
H -2.03684 2.32588 3.70856
H -4.23074 2.79608 3.71656
H -3.61374 2.53728 5.35656
H -5.35064 2.44908 5.04066
H -5.14284 0.87058 2.38556
H -6.31894 0.65988 3.69226
H -5.35274 -0.70602 3.12796
H -3.71954 0.23708 6.38486
H -4.44974 -1.10482 5.50686
H -5.46194 0.22648 6.07846
H -5.55514 -4.68352 1.72636
H -7.03114 -4.08552 0.96416
H -5.85064 -2.94222 1.60656
H -5.04194 -6.01432 -0.35224
H -5.01744 -5.23552 -1.93034
H -6.54764 -5.42722 -1.07104
H -5.73094 -1.78682 -0.64024
H -7.00344 -2.90272 -1.16714
H -5.51364 -2.73222 -2.10434
H 1.77566 -1.85972 -3.52334
H 1.84126 -2.51042 -1.85034
H 2.91826 -1.21062 -2.30144
H -4.83714 -1.62482 -4.24484
H -5.88674 -0.41082 -4.97574
H -5.19524 -0.14912 -3.36454
H -3.24724 -1.56892 -6.22914
H -2.62704 -0.02492 -6.80574
H -4.33864 -0.42052 -7.00804
H -4.38344 2.08128 -4.26554
H -4.98264 1.67948 -5.87814
H -3.29184 2.12808 -5.65604
H -0.81544 6.48528 -1.76244
H 0.11636 6.92238 -0.33654
H -1.30234 7.87838 -0.79304
H -3.11874 5.43948 -1.49484
H -3.64814 6.83368 -0.54144
H -3.78554 5.19338 0.11406
H -0.90874 6.67898 1.97486
H -2.52884 5.98958 2.14736
H -2.31964 7.58518 1.42486
C 4.63876 1.00738 -2.34704
C 5.80806 1.36448 -1.43334
C 7.11976 0.84158 -2.04444
C 5.87816 2.89168 -1.27414
O 5.65616 0.80988 -0.16204
Si 4.81026 -0.58182 0.21816
O 3.27276 -0.54392 0.11826
O 5.38066 -0.95852 1.74876
C 6.00936 -0.14892 2.68956
C 7.44836 0.14288 2.23676
C 5.25396 1.16928 2.89586
C 6.03466 -0.92922 4.01576
O 5.55436 -1.70792 -0.77974
C 5.52006 -3.08962 -0.57924
C 5.51166 -3.75302 -1.96634
C 6.78326 -3.49802 0.19776
C 4.28806 -3.52842 0.20826
H 4.64136 1.61168 -3.25304
H 3.71546 1.15468 -1.79724
H 4.70866 -0.04502 -2.60244
H 7.21466 1.14938 -3.08514
H 7.10106 -0.24192 -1.97794
H 7.97496 1.21298 -1.48264
H 6.10536 3.36438 -2.22894
H 6.64976 3.16038 -0.55524
H 4.92136 3.25838 -0.91284
H 7.39196 0.70508 1.31116
H 7.97416 -0.79162 2.04266
H 7.99506 0.70928 2.99086
H 5.01646 1.57538 1.91986
H 5.86046 1.87738 3.45716
H 4.32346 0.98578 3.42946
H 6.63556 -1.82952 3.90686
H 5.02206 -1.22342 4.27786
H 6.44916 -0.31532 4.81416
H 6.36466 -3.40952 -2.54854
H 4.59886 -3.47552 -2.48734
H 5.55716 -4.83682 -1.87574
H 7.67536 -3.24932 -0.37454
H 6.77796 -4.56502 0.41526
H 6.79306 -2.93502 1.12616
H 3.39986 -3.09922 -0.23974
H 4.35566 -3.12712 1.21386
H 4.20966 -4.61432 0.24096
*
```

2.
2 unconnected molecules or ions with the total composition C2H8NO2P. Source: the OMol25 dataset; level of theory: wB97M-V/def2-TZVPD.

The calculation puts the frontier orbital gap at 9.492 eV. The total energy comes out at -627.53982 Ha. For the highest occupied orbital energy, the calculation gives -8.7 eV.

```
! wB97M-V def2-TZVPD RIJCOSX def2/J DEFGRID3
* xyz 0 1
C -1.28975 0.48623 0.49279
C 0.46619 -1.02152 -0.16662
N -0.83527 -0.80348 0.13661
O 3.14990 -0.61696 -0.02390
O 1.57650 1.35957 -0.18094
P 1.86442 -0.07545 0.37151
H -0.68087 0.71153 1.46401
H -1.14816 1.24766 -0.42242
H -2.26903 0.39596 0.93382
H 0.73454 -2.04623 -0.51591
H 1.04035 -0.50945 -1.52949
H -1.48520 -1.25748 -0.49853
H 1.57228 -0.02820 1.70199
H 2.20282 1.70404 -0.83120
*
```

3.
A molecular structure, C5H10O2. Source: the OMol25 dataset; level of theory: wB97M-V/def2-TZVPD.

The calculation puts the frontier orbital gap at 9.742 eV. The total energy comes out at -346.80550 Ha. For the highest occupied orbital energy, the calculation gives -9.0 eV.

```
! wB97M-V def2-TZVPD RIJCOSX def2/J DEFGRID3
* xyz 0 1
C -0.94991 -0.96973 0.97555
C -0.44715 0.49512 -0.34017
C 0.89370 -0.00070 -0.79308
C 1.74835 -0.22012 0.49044
O 1.00783 -0.00502 1.67304
C -1.48339 1.00816 -1.23262
O -0.63015 1.91848 -0.54405
H -1.33176 -1.48485 0.11956
H -0.33821 -1.70569 1.56719
H -1.67707 -0.56734 1.67709
H 1.40990 0.67819 -1.48876
H 0.69845 -0.93501 -1.32705
H 2.56520 0.49609 0.54463
H 2.16204 -1.23611 0.50561
H 0.26002 0.54732 1.37644
H -2.51673 1.05915 -0.88680
H -1.37113 0.92205 -2.31700
*
```

4.
A gas-phase ion, C5H6N (charge +1). Source: the OMol25 dataset; level of theory: wB97M-V/def2-TZVPD.

The calculation puts the frontier orbital gap at 8.065 eV. The total energy comes out at -248.39329 Ha. For the highest occupied orbital energy, the calculation gives -14.7 eV.

```
! wB97M-V def2-TZVPD RIJCOSX def2/J DEFGRID3
* xyz 1 1
C 2.14493 0.82887 0.10454
C 0.14973 -0.85066 0.06717
C 1.48463 -0.44000 0.44250
C -0.97736 -0.32664 -0.05436
C -2.08511 0.39254 -0.43823
N 2.49037 -0.15386 -0.60877
H 2.35051 1.80500 0.60468
H 0.11293 -1.84732 -0.11901
H 1.78432 -1.03231 1.28964
H -2.29828 1.36434 0.11977
H -3.00715 -0.26975 0.04093
H -2.14951 0.52980 -1.44885
*
```

5.
2 unconnected molecules or ions with the total composition C6H7NO2. Source: the OMol25 dataset; level of theory: wB97M-V/def2-TZVPD.

The calculation puts the frontier orbital gap (alpha / beta) at 5.658 / 7.496 eV. The total energy comes out at -437.72669 Ha. For the highest occupied orbital energy (alpha / beta), the calculation gives -4.7 / -8.7 eV.

```
! wB97M-V def2-TZVPD RIJCOSX def2/J DEFGRID3
* xyz 0 3
C 1.33246 2.33757 0.30335
C 0.04237 1.94255 0.59645
C 0.59360 1.06681 -1.42389
C -2.04413 -1.88339 0.50600
C -0.65370 -1.76476 0.18981
C 0.42906 -2.16632 -0.44966
N 1.57645 1.82767 -0.98265
O -0.35314 1.15623 -0.50644
O -1.07404 -1.05223 1.20697
H 1.81046 2.93684 0.96388
H -0.48297 2.06053 1.49169
H -2.90038 -1.20432 0.04026
H -2.35663 -2.80831 1.06519
H 2.47238 2.02275 -1.48059
H 0.16610 -2.67220 -1.40872
H 1.44210 -1.79942 -0.11166
*
```

6.
2 unconnected molecules or ions with the total composition C10H9N2O2. Source: the OMol25 dataset; level of theory: wB97M-V/def2-TZVPD.

The calculation puts the frontier orbital gap (alpha / beta) at 5.463 / 5.451 eV. The total energy comes out at -646.00631 Ha. For the highest occupied orbital energy (alpha / beta), the calculation gives -12.9 / -13.0 eV.

```
! wB97M-V def2-TZVPD RIJCOSX def2/J DEFGRID3
* xyz 1 1
C 1.58444 -2.00784 0.10940
C 0.20296 -2.02758 -0.02157
C 0.12867 0.41353 -0.03379
C 2.29792 -0.79044 0.18179
C 1.50441 0.38821 0.01627
C -0.60451 -0.75807 -0.05555
C 3.70918 0.97989 0.07430
C -5.43532 0.77666 -0.13930
C -4.12942 0.92344 0.36552
C 3.69185 -0.51039 0.20049
N -2.94705 1.18912 0.37182
N 2.42332 1.41592 -0.04967
O 4.74755 1.59406 0.06212
O -1.84358 -0.78477 -0.05990
H 2.05745 -3.03264 0.15479
H -0.37301 -2.92063 -0.28507
H -0.45637 1.35157 -0.17393
H -6.18322 0.25487 0.48992
H -5.53538 1.96052 -0.24329
H -5.64189 0.77753 -1.03030
H 4.48792 -0.78934 0.94292
H 4.01623 -0.89622 -0.74446
H 2.29786 2.49260 -0.13249
*
```

7.
A single C2H6N2O molecule. Source: the OMol25 dataset; level of theory: wB97M-V/def2-TZVPD.

The calculation puts the frontier orbital gap at 10.298 eV. The total energy comes out at -264.52537 Ha. For the highest occupied orbital energy, the calculation gives -9.5 eV.

```
! wB97M-V def2-TZVPD RIJCOSX def2/J DEFGRID3
* xyz 0 1
N -0.10081 1.73106 0.09132
C 0.57189 0.42956 0.50210
N -0.09934 -0.80484 0.47103
C -0.54287 -1.27034 -0.77480
O -0.58260 -0.56612 -1.75797
H -0.97210 1.64833 0.43915
H 0.13648 1.66517 -0.88967
H 1.54318 0.47182 0.04532
H 0.82608 0.39204 1.54511
H 0.29433 -1.44511 1.10500
H -1.07424 -2.25157 -0.77659
*
```

8.
A molecular structure, C7H10AlF8O. Source: the OMol25 dataset; level of theory: wB97M-V/def2-TZVPD.

The calculation puts the frontier orbital gap at 6.006 eV. The total energy comes out at -1389.22946 Ha. For the highest occupied orbital energy, the calculation gives -3.3 eV.

```
! wB97M-V def2-TZVPD RIJCOSX def2/J DEFGRID3
* xyz -1 1
C 0.65848 3.51895 0.16697
C -0.44842 4.34995 0.60055
Al -2.32906 3.56823 0.15697
H 1.33797 3.79060 -0.70487
H 0.75522 2.52936 0.73037
H -0.29079 5.35862 1.10218
H -3.48919 4.57481 0.57238
H -2.54467 2.19673 0.95460
H -2.27850 3.23229 -1.40802
C 1.28075 -0.93363 0.69356
C 1.59108 -0.80848 -0.81395
C 0.42590 -0.41257 -1.72094
F -0.57209 -1.31617 -1.70450
F 0.84110 -0.32961 -3.01380
F 2.17104 -1.95940 -1.24145
F 2.54465 0.16074 -0.93642
O 1.05166 -2.25201 1.21768
C -0.24822 -2.79279 1.15119
C -0.30997 -4.05571 0.28603
F 0.07591 -3.81080 -0.98304
F -1.57766 -4.53235 0.22669
F -1.12203 -1.85081 0.76608
F -0.58442 -3.11581 2.42228
H 2.18946 -0.60833 1.20686
H 0.51199 -0.22805 1.01864
H 0.02136 0.56298 -1.43791
H 0.33842 -4.83673 0.69187
*
```